[1]
A structure of composition C15H39ClHfI2P3 at a distorted geometry. Source: the OMol25 dataset; level of theory: the ωB97M-V functional and the def2-TZVPD basis.

Last column: Löwdin charge in e.
Cartesian coordinates (Å):
I 0.57 0.92 -5.43  0.584
I -0.28 2.41 -2.88  0.481
Hf 0.20 -0.16 -1.36  0.770
P -2.53 0.24 -1.97  0.612
C -3.72 1.33 -1.04  -0.227
C -3.02 0.50 -3.74  -0.294
H -4.10 0.45 -3.92  0.078
H -4.31 -1.53 -1.80  0.075
H -2.50 -0.24 -4.36  0.036
H -2.71 -2.22 -2.28  0.022
H -3.55 2.37 -1.34  0.051
H -2.67 1.50 -4.02  -0.029
C -3.22 -1.48 -1.61  -0.256
H -4.78 1.11 -1.27  0.085
H -3.03 -1.74 -0.55  0.032
H -3.57 1.20 0.05  0.017
P 2.85 0.23 -1.89  0.671
C 3.89 1.31 -0.80  -0.218
C 3.71 -1.44 -1.73  -0.229
H 2.85 -0.16 -4.26  -0.026
H 4.45 0.49 -3.68  0.078
H 3.01 1.58 -3.88  0.000
C 3.36 0.58 -3.62  -0.334
H 3.24 -2.14 -2.46  0.046
H 4.77 -1.25 -2.02  0.077
H 4.95 1.06 -0.99  0.082
H 3.62 1.08 0.24  0.039
H 3.63 -1.84 -0.69  0.053
H 3.67 2.35 -1.07  0.062
Cl 0.13 -2.26 -2.64  0.080
C -0.67 2.84 1.17  -0.092
C 0.15 1.70 1.79  -0.508
C 0.06 1.70 3.29  -0.099
P -0.22 -0.06 1.14  0.970
C 1.27 -1.20 1.20  -0.554
C 1.97 -0.98 2.53  -0.085
C 0.99 -2.73 0.98  -0.053
C -1.47 -1.03 2.08  -0.520
C -0.94 -1.45 3.44  -0.076
C -2.69 -0.16 2.25  -0.092
H -1.76 2.79 1.42  0.097
H -0.49 2.88 0.08  0.009
H -0.27 3.77 1.62  0.113
H 1.17 1.89 1.42  0.105
H -0.99 1.61 3.65  0.100
H 0.72 0.95 3.74  0.071
H 0.41 2.69 3.64  0.115
H 1.97 -0.84 0.39  0.022
H 1.38 -1.30 3.36  0.057
H 2.90 -1.53 2.55  0.107
H 2.20 0.11 2.60  0.090
H 0.56 -2.98 0.01  0.029
H 1.87 -3.29 1.11  0.084
H 0.32 -3.08 1.76  0.077
H -1.74 -1.92 1.51  0.110
H -0.66 -0.55 4.02  0.092
H -1.79 -1.92 3.91  0.105
H -0.16 -2.21 3.34  0.069
H -3.37 -0.21 1.39  0.061
H -3.26 -0.59 3.09  0.113
H -2.38 0.86 2.53  0.064

As for the electronic energy: -2721.62078 a.u. As for the relative energy (zero: lowest compared OMol25 entry of this formula, charge and spin): 0.0 kcal/mol. The orbital gap (spin up / spin down) comes out at 5.94 / 5.94 eV. The HOMO energy (spin up / spin down) comes out at -18.6540 / -18.6550 eV. As for the total charge: +3.

---

[2]
A structure of composition C7H18AgO6 at a distorted geometry. Source: the OMol25 dataset; level of theory: the ωB97M-V functional and the def2-TZVPD basis.

Last column: Löwdin charge in e.
Cartesian coordinates (Å):
Ag -1.41 -0.84 0.19  0.627
C -2.03 -4.44 -0.30  -1.210
O -1.72 -5.58 -0.63  -0.066
O -1.95 -4.00 0.80  -0.113
O -2.38 -3.67 -1.24  -0.092
C 1.04 -0.97 3.40  -0.071
C -0.41 -0.65 3.86  -0.343
O -1.00 0.34 3.07  -0.123
H 0.94 -1.46 2.43  0.058
H 1.41 -1.74 4.08  0.069
H 1.70 -0.11 3.32  0.067
H -0.45 -0.37 4.92  0.098
H -1.05 -1.53 3.86  0.111
H -1.70 0.80 3.56  0.080
C -1.03 3.16 -1.25  -0.089
C -2.55 3.05 -1.40  -0.350
O -2.93 1.71 -1.45  -0.107
H -0.56 2.50 -0.51  0.060
H -0.72 4.16 -0.95  0.066
H -0.66 2.92 -2.25  0.071
H -2.85 3.53 -2.33  0.106
H -2.97 3.57 -0.54  0.100
H -3.89 1.65 -1.55  0.084
C 3.46 0.27 -2.76  -0.102
C 2.92 -0.37 -1.46  -0.330
O 1.65 -0.94 -1.66  -0.098
H 3.43 -0.29 -3.69  0.069
H 4.47 0.61 -2.56  0.061
H 2.97 1.21 -2.98  0.061
H 2.90 0.44 -0.73  0.108
H 3.61 -1.16 -1.17  0.106
H 1.78 -1.79 -2.08  0.091

As for the electronic energy: -875.76735 a.u. As for the relative energy (zero: lowest compared OMol25 entry of this formula, charge and spin): 71.7 kcal/mol. The orbital gap comes out at 3.44 eV. The HOMO energy comes out at -1.4687 eV. As for the total charge: -1.

---

[3]
A structure of composition C38H31Br2InN2O5P2. Source: the OMol25 dataset; level of theory: the ωB97M-V functional and the def2-TZVPD basis.

Last column: Löwdin charge in e.
Cartesian coordinates (Å):
In 0.07 0.13 -0.22  0.676
C 1.92 1.21 2.47  -0.270
P 1.01 -0.37 2.29  1.068
C 2.09 -1.72 2.82  -0.400
C 1.55 -3.01 2.74  -0.083
C 2.34 -4.11 3.01  -0.071
C 3.68 -3.94 3.36  -0.082
C 4.22 -2.67 3.45  -0.086
C 3.42 -1.56 3.18  -0.121
C -0.19 -0.24 3.66  -0.321
C -1.55 -0.06 3.44  -0.064
C -2.41 0.13 4.52  -0.068
C -1.91 0.14 5.81  -0.083
C -0.55 -0.06 6.04  -0.079
C 0.30 -0.25 4.97  -0.088
C 1.07 2.28 1.83  -0.383
C 1.02 3.63 2.07  -0.051
C 0.06 4.18 1.18  -0.053
C -0.44 3.13 0.43  -0.373
C -1.59 3.10 -0.54  -0.229
P -1.38 1.74 -1.76  1.088
C -0.87 2.62 -3.27  -0.343
C -1.80 3.29 -4.06  -0.100
C -1.39 4.01 -5.17  -0.080
C -0.03 4.08 -5.48  -0.080
C 0.90 3.43 -4.69  -0.061
C 0.49 2.70 -3.58  -0.061
C -3.00 1.01 -2.10  -0.356
C -3.31 0.51 -3.36  -0.093
C -4.49 -0.20 -3.57  -0.077
C -5.35 -0.44 -2.51  -0.081
C -5.03 0.01 -1.24  -0.070
C -3.86 0.73 -1.03  -0.095
N 0.18 1.97 0.83  -0.069
H 2.90 1.13 2.00  0.034
H 2.05 1.44 3.53  0.095
H 0.51 -3.14 2.47  0.108
H 1.92 -5.11 2.95  0.107
H 4.30 -4.81 3.56  0.103
H 5.26 -2.54 3.72  0.105
H 3.84 -0.56 3.27  0.102
H -1.94 -0.09 2.43  0.081
H -3.47 0.27 4.34  0.106
H -2.58 0.29 6.65  0.103
H -0.16 -0.06 7.05  0.103
H 1.36 -0.41 5.15  0.106
H 1.60 4.17 2.80  0.099
H -0.24 5.22 1.10  0.098
H -1.67 4.05 -1.07  0.095
H -2.53 2.94 0.00  0.083
H -2.86 3.25 -3.81  0.109
H -2.12 4.51 -5.79  0.104
H 0.29 4.64 -6.35  0.104
H 1.95 3.48 -4.93  0.110
H 1.22 2.17 -2.98  0.087
H -2.63 0.68 -4.19  0.106
H -4.73 -0.57 -4.56  0.105
H -6.26 -1.00 -2.67  0.104
H -5.68 -0.21 -0.40  0.108
H -3.60 1.05 -0.03  0.101
O 0.76 -5.46 -2.83  0.093
C 0.50 -4.25 -2.31  -0.266
C -0.37 -4.07 -1.23  0.083
C -0.56 -2.79 -0.77  -0.153
N 0.09 -1.76 -1.31  0.071
C 0.92 -1.91 -2.34  -0.186
C 1.14 -3.15 -2.90  0.088
C 1.61 -0.62 -2.77  -0.638
O 2.13 -0.58 -3.87  0.071
O 1.56 0.31 -1.88  -0.215
C -1.51 -2.40 0.37  -0.593
O -2.04 -3.29 1.00  0.065
O -1.63 -1.13 0.54  -0.139
H 0.28 -6.14 -2.34  0.118
H -0.89 -4.89 -0.75  0.134
H 1.80 -3.26 -3.75  0.141
Br 4.29 1.58 -0.50  0.672
C 5.03 -0.19 -0.54  -1.000
Br 3.74 -1.62 -0.37  0.731
H 5.70 -0.28 0.30  -0.008
H 5.54 -0.33 -1.48  0.001

As for the electronic energy: -7973.37253 a.u. As for the relative energy (zero: lowest compared OMol25 entry of this formula, charge and spin): 0.0 kcal/mol. The orbital gap comes out at 7.86 eV. The HOMO energy comes out at -7.5457 eV.